[1]
C18H31KN3OTa as an isolated structure in a non-equilibrium geometry, computed with ωB97M-V/def2-TZVPD.

Values from the calculation:
- Energy relative to the best compared isomer or geometry (same formula, charge and spin): 0.000 eV
- HOMO: -15.096 eV
- Charge: +2
- Max |F|: 2.69 eV/A
- Gap between HOMO and LUMO: 8.053 eV
- Total energy: -43551.0209 eV

Last column: natural (NBO) charge in e.
Element x y z (Å)
1 N -1.74939 -0.37114 0.42835  -0.951
2 C -2.75652 -1.03135 0.62057  0.926
3 O -3.72776 -1.67826 0.77024  -0.404
4 K -1.40493 2.57372 2.10515  0.978
5 Ta 0.20404 -0.21619 0.13171  2.278
6 N 0.26248 1.56528 -0.66674  -0.780
7 N 0.97689 -1.70344 -0.85356  -0.765
8 C -0.31152 2.36526 -1.77936  0.112
9 C 0.31553 -2.65015 -1.79053  0.118
10 C -0.00222 3.85834 -1.59845  -0.619
11 C 0.29203 1.87286 -3.10095  -0.622
12 C -1.81205 2.13444 -1.77576  -0.605
13 C -0.32476 -3.73860 -0.93555  -0.613
14 C 1.33674 -3.28841 -2.73252  -0.632
15 C -0.73652 -1.91696 -2.60254  -0.625
16 H -0.32176 4.23604 -0.61480  0.192
17 H -0.55783 4.42241 -2.36404  0.254
18 H 1.06521 4.07492 -1.73665  0.228
19 H 1.37983 2.02465 -3.13623  0.217
20 H -0.16899 2.42662 -3.93777  0.249
21 H 0.08286 0.80359 -3.25820  0.211
22 H -2.07569 1.06832 -1.81306  0.219
23 H -2.25093 2.61618 -2.66315  0.254
24 H -2.29942 2.57713 -0.89159  0.188
25 H 0.42710 -4.23484 -0.30439  0.221
26 H -0.79636 -4.48601 -1.59361  0.247
27 H -1.10280 -3.31778 -0.28171  0.196
28 H 2.03508 -3.95387 -2.20854  0.227
29 H 1.90560 -2.53523 -3.28864  0.223
30 H 0.78416 -3.90452 -3.45742  0.247
31 H -1.22061 -2.65880 -3.26248  0.259
32 H -0.27575 -1.14751 -3.24083  0.223
33 H -1.51762 -1.46983 -1.97013  0.201
34 C 1.72185 1.77314 -0.33378  -0.434
35 H 2.11442 0.91679 0.30320  0.194
36 H 2.34356 1.86016 -1.24462  0.251
37 H 1.85054 2.70295 0.25379  0.240
38 C 2.35339 -2.05203 -0.44441  -0.426
39 H 2.70652 -1.39145 0.35610  0.205
40 H 2.39617 -3.09352 -0.08204  0.239
41 H 3.04191 -1.91126 -1.29289  0.236
42 C 0.70669 -0.66117 2.14099  -0.942
43 C 0.06396 0.06764 3.32756  0.052
44 C 0.77705 1.06854 4.01690  -0.284
45 C 0.16117 1.76962 5.05033  -0.203
46 C -1.17299 1.51198 5.38249  -0.228
47 C -1.88068 0.52084 4.69865  -0.202
48 C -1.26425 -0.20456 3.67966  -0.288
49 H 1.80324 -0.56536 2.13911  0.256
50 H 0.45023 -1.73924 2.13955  0.276
51 H 1.81150 1.28733 3.73160  0.231
52 H 0.73067 2.50281 5.63150  0.251
53 H -1.65020 2.05150 6.20273  0.252
54 H -2.90796 0.27236 4.99065  0.249
55 H -1.81096 -1.00389 3.15616  0.225

---

[2]
C18H31N2OOsPSi as an isolated structure in a non-equilibrium geometry, computed with ωB97M-V/def2-TZVPD.

Values from the calculation:
- Energy relative to the best compared isomer or geometry (same formula, charge and spin): 2.343 eV
- HOMO (spin up / spin down): -4.747 / -7.513 eV
- Max |F|: 4.33 eV/A
- Gap between HOMO and LUMO (spin up / spin down): 5.155 / 6.036 eV
- Multiplicity: 5
- Total energy: -43824.4591 eV

Last column: natural (NBO) charge in e.
Element x y z (Å)
1 Os 0.19792 -0.47575 -0.18713  0.669
2 Si -1.47201 0.35320 -1.68399  0.706
3 P 1.49646 -0.97448 -1.89561  1.227
4 N 0.83276 1.18374 0.22280  -0.611
5 H -0.82405 -1.57014 -0.27395  -0.133
6 C 3.05465 -1.65893 -1.25072  -0.955
7 H 3.84369 -1.53125 -2.01327  0.232
8 H 2.88097 -2.72276 -1.03064  0.266
9 H 3.34224 -1.15437 -0.31220  0.267
10 C 0.89701 -2.24911 -3.07047  -0.968
11 H 1.65611 -2.35947 -3.86352  0.230
12 H -0.07286 -1.95010 -3.50225  0.253
13 H 0.76734 -3.20876 -2.54485  0.259
14 C 2.03885 0.43918 -2.97816  -0.955
15 H 2.72515 0.05080 -3.75938  0.230
16 H 2.56852 1.19544 -2.36475  0.259
17 H 1.16335 0.92133 -3.45526  0.260
18 C -2.99512 -0.79787 -1.89268  -1.078
19 H -3.36686 -1.02815 -0.88163  0.218
20 H -2.65444 -1.72830 -2.36483  0.226
21 H -3.79620 -0.34855 -2.51027  0.231
22 H -1.98942 1.71355 -1.19817  -0.170
23 H -1.09760 0.69421 -3.07015  -0.192
24 C 1.42535 2.38031 0.31610  0.080
25 C 3.21307 3.79222 1.22485  -0.235
26 C 2.52062 2.58908 1.22309  -0.180
27 C 1.03809 3.48862 -0.51732  -0.230
28 C 1.76312 4.67342 -0.49924  -0.205
29 C 2.85958 4.84577 0.36400  -0.232
30 H 4.04939 3.91119 1.92140  0.212
31 H 2.78419 1.74847 1.88348  0.210
32 H 0.17343 3.35097 -1.17712  0.223
33 H 1.46286 5.47948 -1.16331  0.211
34 H 3.41466 5.78960 0.40258  0.214
35 C -0.09136 -3.05894 0.95861  0.320
36 O 0.99311 -2.29451 0.79968  -0.795
37 C -0.86405 -2.98682 2.29591  -0.692
38 H -1.95331 -3.30292 2.24829  0.205
39 H -0.86945 -1.95295 2.73217  0.221
40 H -0.29777 -3.68016 2.99660  0.202
41 C -0.24972 -4.26425 0.10845  -0.694
42 H 0.71799 -4.72525 -0.07779  0.204
43 H -0.72067 -4.00460 -0.85315  0.201
44 H -0.90316 -5.02655 0.56233  0.214
45 C -3.52032 1.56942 3.31671  -0.165
46 C -3.91067 0.46705 2.53274  -0.244
47 C -2.90157 -0.16937 1.78709  0.050
48 N -1.63531 0.25539 1.88243  -0.483
49 C -1.22924 1.20367 2.72184  0.059
50 C -2.16190 1.93113 3.46466  -0.248
51 H -4.28777 2.10167 3.88906  0.221
52 H -4.93566 0.06079 2.42074  0.229
53 H -3.10893 -1.04657 1.15742  0.213
54 H -0.14716 1.35133 2.84828  0.216
55 H -1.82391 2.72982 4.11054  0.228

---

[3]
C18H32AsNORuS4Si as an isolated structure in a non-equilibrium geometry, computed with ωB97M-V/def2-TZVPD.

Values from the calculation:
- Energy relative to the best compared isomer or geometry (same formula, charge and spin): 0.558 eV
- HOMO (spin up / spin down): -9.069 / -11.062 eV
- Charge: +1
- Max |F|: 5.13 eV/A
- Gap between HOMO and LUMO (spin up / spin down): 6.817 / 5.994 eV
- Multiplicity: 6
- Total energy: -137352.0468 eV

Last column: natural (NBO) charge in e.
Element x y z (Å)
1 Ru 6.67165 11.03677 8.50432  0.849
2 C 5.58414 13.72868 6.78571  -0.535
3 C 6.70261 13.17309 5.96982  -0.530
4 S 7.76590 12.03230 6.90966  0.336
5 C 8.35119 10.86546 5.62969  -0.518
6 C 8.25873 9.41531 5.99471  -0.552
7 S 7.23472 9.04463 7.44576  -0.219
8 C 4.53377 4.82142 5.42622  -0.380
9 C 4.69195 6.13598 5.56149  -0.399
10 S 4.94863 12.15310 7.47441  -0.154
11 H 4.83159 14.20995 6.15110  0.255
12 H 5.94572 14.45106 7.52913  0.243
13 H 7.42571 13.91382 5.56633  0.238
14 H 6.21547 12.58768 5.15487  0.241
15 H 9.34582 11.23758 5.43082  0.247
16 H 7.79678 11.11205 4.73719  0.241
17 H 9.22109 8.92953 6.22243  0.238
18 H 7.83450 8.79855 5.16281  0.247
19 H 3.81796 4.21562 6.00300  0.199
20 H 5.25650 4.14276 4.88506  0.199
21 H 4.13562 6.64013 6.33917  0.187
22 H 5.38812 6.80464 5.01380  0.195
23 C 5.43722 7.20860 10.21640  -1.004
24 As 6.74832 8.40976 10.89932  1.912
25 C 8.55064 7.72178 10.38092  -0.955
26 C 6.52199 8.50252 12.81477  -0.978
27 O 6.19281 9.93118 10.20363  -1.132
28 H 5.61018 6.13980 10.52640  0.262
29 H 5.35881 7.43576 9.14987  0.271
30 H 4.48021 7.53543 10.65016  0.256
31 H 8.79815 8.42855 9.58641  0.262
32 H 8.58055 6.66763 10.00221  0.271
33 H 9.25937 7.85137 11.22944  0.257
34 H 5.83256 7.68421 13.16779  0.262
35 H 6.11328 9.46405 13.01267  0.262
36 H 7.49638 8.41021 13.33187  0.267
37 C 8.13461 14.93359 12.18399  -1.157
38 Si 6.84015 14.22121 11.05216  1.603
39 C 5.30386 13.50490 11.83878  -1.157
40 C 6.36784 15.51184 9.81440  -0.551
41 C 5.04753 15.90122 9.74210  -0.195
42 C 4.67392 16.87382 8.85064  -0.204
43 C 5.64880 17.40225 7.95976  -0.185
44 C 6.95100 17.01433 8.04443  -0.235
45 C 7.28890 16.04032 8.91301  -0.149
46 H 8.63619 14.03623 12.67438  0.256
47 H 7.82135 15.50849 13.04450  0.274
48 H 8.87060 15.62176 11.67506  0.266
49 H 4.87612 14.08845 12.67390  0.268
50 H 5.48580 12.53254 12.26997  0.257
51 H 4.47518 13.32090 11.10654  0.265
52 H 4.26598 15.43327 10.41898  0.229
53 H 3.62833 17.25488 8.85608  0.234
54 H 5.34993 18.16900 7.24223  0.229
55 H 7.71825 17.48151 7.40883  0.229
56 H 8.34228 15.73864 9.02460  0.208
57 S 7.83277 12.59658 9.95972  -0.102
58 C 8.47342 11.62775 11.29134  0.100
59 N 8.78131 11.11184 12.28321  -0.322

---

Q: The highest max |F| belongs to which entry?
A: C18H32AsNORuS4Si

---

What did the first record say?
C18H31KN3OTa as an isolated structure in a non-equilibrium geometry, computed with ωB97M-V/def2-TZVPD.

Values from the calculation:
- Energy relative to the best compared isomer or geometry (same formula, charge and spin): 0.000 eV
- HOMO: -15.096 eV
- Charge: +2
- Max |F|: 2.69 eV/A
- Gap between HOMO and LUMO: 8.053 eV
- Total energy: -43551.0209 eV

Last column: natural (NBO) charge in e.
Element x y z (Å)
1 N -1.74939 -0.37114 0.42835  -0.951
2 C -2.75652 -1.03135 0.62057  0.926
3 O -3.72776 -1.67826 0.77024  -0.404
4 K -1.40493 2.57372 2.10515  0.978
5 Ta 0.20404 -0.21619 0.13171  2.278
6 N 0.26248 1.56528 -0.66674  -0.780
7 N 0.97689 -1.70344 -0.85356  -0.765
8 C -0.31152 2.36526 -1.77936  0.112
9 C 0.31553 -2.65015 -1.79053  0.118
10 C -0.00222 3.85834 -1.59845  -0.619
11 C 0.29203 1.87286 -3.10095  -0.622
12 C -1.81205 2.13444 -1.77576  -0.605
13 C -0.32476 -3.73860 -0.93555  -0.613
14 C 1.33674 -3.28841 -2.73252  -0.632
15 C -0.73652 -1.91696 -2.60254  -0.625
16 H -0.32176 4.23604 -0.61480  0.192
17 H -0.55783 4.42241 -2.36404  0.254
18 H 1.06521 4.07492 -1.73665  0.228
19 H 1.37983 2.02465 -3.13623  0.217
20 H -0.16899 2.42662 -3.93777  0.249
21 H 0.08286 0.80359 -3.25820  0.211
22 H -2.07569 1.06832 -1.81306  0.219
23 H -2.25093 2.61618 -2.66315  0.254
24 H -2.29942 2.57713 -0.89159  0.188
25 H 0.42710 -4.23484 -0.30439  0.221
26 H -0.79636 -4.48601 -1.59361  0.247
27 H -1.10280 -3.31778 -0.28171  0.196
28 H 2.03508 -3.95387 -2.20854  0.227
29 H 1.90560 -2.53523 -3.28864  0.223
30 H 0.78416 -3.90452 -3.45742  0.247
31 H -1.22061 -2.65880 -3.26248  0.259
32 H -0.27575 -1.14751 -3.24083  0.223
33 H -1.51762 -1.46983 -1.97013  0.201
34 C 1.72185 1.77314 -0.33378  -0.434
35 H 2.11442 0.91679 0.30320  0.194
36 H 2.34356 1.86016 -1.24462  0.251
37 H 1.85054 2.70295 0.25379  0.240
38 C 2.35339 -2.05203 -0.44441  -0.426
39 H 2.70652 -1.39145 0.35610  0.205
40 H 2.39617 -3.09352 -0.08204  0.239
41 H 3.04191 -1.91126 -1.29289  0.236
42 C 0.70669 -0.66117 2.14099  -0.942
43 C 0.06396 0.06764 3.32756  0.052
44 C 0.77705 1.06854 4.01690  -0.284
45 C 0.16117 1.76962 5.05033  -0.203
46 C -1.17299 1.51198 5.38249  -0.228
47 C -1.88068 0.52084 4.69865  -0.202
48 C -1.26425 -0.20456 3.67966  -0.288
49 H 1.80324 -0.56536 2.13911  0.256
50 H 0.45023 -1.73924 2.13955  0.276
51 H 1.81150 1.28733 3.73160  0.231
52 H 0.73067 2.50281 5.63150  0.251
53 H -1.65020 2.05150 6.20273  0.252
54 H -2.90796 0.27236 4.99065  0.249
55 H -1.81096 -1.00389 3.15616  0.225